Density functional theory data (ωB97M-V with the def2-TZVPD basis set) for C18H19N3O3Ti as an isolated structure in a non-equilibrium geometry.

Positions of all 44 atoms, in Å:
Ti (0.3372, -0.3075, 0.2296)
C (0.0317, -3.5630, 2.8000)
C (0.2377, -2.8608, 1.5024)
O (0.3996, -1.5519, 1.6217)
C (0.3345, -3.5100, 0.2985)
C (0.8407, -2.9391, -0.9351)
C (1.4058, -3.8269, -1.9962)
N (0.8855, -1.6497, -1.0626)
N (1.7660, -1.0578, -2.0230)
C (2.3209, -0.0180, -1.4850)
O (2.0392, 0.4075, -0.2346)
C (3.3556, 0.7540, -2.2060)
C (3.5930, 0.5086, -3.5572)
C (4.5677, 1.2291, -4.2242)
C (5.3076, 2.1909, -3.5438)
C (5.0723, 2.4329, -2.1991)
C (4.0911, 1.7162, -1.5262)
H (-0.6486, -2.9925, 3.4310)
H (0.9866, -3.6251, 3.3258)
H (-0.3493, -4.5733, 2.6655)
H (0.2223, -4.5852, 0.3233)
H (1.0931, -4.8560, -1.8354)
H (2.4962, -3.7886, -1.9721)
H (1.1025, -3.4909, -2.9856)
H (3.0140, -0.2438, -4.0755)
H (4.7529, 1.0420, -5.2735)
H (6.0717, 2.7512, -4.0665)
H (5.6541, 3.1769, -1.6714)
H (3.9067, 1.8928, -0.4763)
O (-1.8613, -1.0459, 0.1120)
C (-2.8844, -0.1020, -0.1861)
C (-2.2596, 1.2605, -0.1680)
C (-3.0330, 2.3996, -0.0317)
C (-2.4152, 3.6375, -0.0852)
C (-1.0470, 3.7223, -0.2787)
C (-0.3388, 2.5420, -0.3943)
N (-0.9317, 1.3384, -0.3299)
H (-2.1908, -1.9325, 0.2461)
H (-3.6922, -0.1610, 0.5432)
H (-3.2958, -0.2904, -1.1813)
H (-4.1012, 2.3076, 0.1125)
H (-3.0038, 4.5396, 0.0265)
H (-0.5270, 4.6668, -0.3380)
H (0.7326, 2.5365, -0.5510)

HOMO level (alpha / beta) = -10.915 / -11.205 eV
Net charge = +1
LUMO (alpha / beta) = -3.3 / -3.4 eV
Relative energy (zero: lowest compared OMol25 entry of this formula, charge and spin) = 0.4650 eV
Electronic energy = -52699.100 eV
Multiplicity = 2